[1]
Below is a gas-phase ion, C4H6NO4 (charge +1) at a distorted geometry, with properties calculated with ωB97M-V with the def2-TZVPD basis set.

Summary:
- electronic energy (Ha) = -511.239501
- 2S+1 = 1
- HOMO (spin up / spin down) (eV) = -13.945 / -13.945
- frontier orbital gap (spin up / spin down) (eV) = 9.46 / 9.46
- charge = +1

Bonds (Å) are listed after each position.
Element x y z (Å)
1 C 1.7762 -0.8641 0.1013  C4 1.539, O6 1.184, O7 1.310
2 C -0.5616 -1.3181 -0.4221  C3 1.489, O7 1.448, H10 1.097, H11 1.094
3 C -0.8093 0.1451 -0.5392  C2 1.489, N5 1.476, H12 1.076
4 C 1.4040 0.5990 -0.1997  C1 1.539, O8 1.311, O9 1.339
5 N -1.3721 0.8548 0.6263  C3 1.476, H13 1.029, H14 1.041, H15 1.032
6 O 2.8877 -1.1452 0.3957  C1 1.184
7 O 0.7452 -1.6730 0.0899  C1 1.310, C2 1.448
8 O 1.9206 1.6595 -0.7712  C4 1.311, O9 1.442
9 O 1.4512 1.6774 0.5925  C4 1.339, O8 1.442
10 H -1.2477 -1.8312 0.2634  C2 1.097
11 H -0.6440 -1.7945 -1.4038  C2 1.094
12 H -1.0350 0.5845 -1.4952  C3 1.076
13 H -2.1663 1.4522 0.3602  N5 1.029
14 H -0.6506 1.4671 1.0596  N5 1.041
15 H -1.6983 0.1867 1.3423  N5 1.032



[2]
Below is a single C17H30N4O2S molecule at a distorted geometry, with properties calculated with ωB97M-V with the def2-TZVPD basis set.

Summary:
- electronic energy (Ha) = -1433.477957
- 2S+1 = 1
- SMILES string = CCCc1nnc(SCC(=O)N2CCC[C@H](C)C2)n1CCCOC
- HOMO (eV) = -8.142
- frontier orbital gap (eV) = 8.80

Bonds (Å) are listed after each position.
Element x y z (Å)
1 C 3.6920 -3.0036 -0.0385  C2 1.523, H25 1.087, H26 1.088, H27 1.086
2 C 2.5081 -3.9607 0.0030  C1 1.523, C3 1.529, H28 1.093, H29 1.091
3 C 1.3125 -3.4349 -0.7913  C2 1.529, C4 1.486, H30 1.093, H31 1.096
4 C 0.6577 -2.2722 -0.1378  C3 1.486, N5 1.303, N19 1.371
5 N 1.1097 -1.5810 0.8698  C4 1.303, N6 1.345
6 N 0.2269 -0.6089 1.1589  N5 1.345, C7 1.304
7 C -0.7569 -0.7213 0.3105  N6 1.304, S8 1.739, N19 1.362
8 S -2.1392 0.3304 0.2243  C7 1.739, C9 1.814
9 C -1.2694 1.8144 0.7996  S8 1.814, C10 1.528, H32 1.090, H33 1.089
10 C -0.1375 2.1180 -0.1806  C9 1.528, O11 1.216, N12 1.346
11 O -0.0526 1.5355 -1.2450  C10 1.216
12 N 0.7600 3.0388 0.2158  C10 1.346, C13 1.450, C18 1.443
13 C 1.8735 3.3658 -0.6537  N12 1.450, C14 1.527, H34 1.096, H35 1.091
14 C 1.7701 4.8158 -1.1203  C13 1.527, C15 1.526, H36 1.091, H37 1.092
15 C 1.6958 5.7480 0.0860  C14 1.526, C16 1.530, H38 1.093, H39 1.092
16 C 0.5321 5.3466 0.9940  C15 1.530, C17 1.525, C18 1.536, H40 1.096
17 C 0.4610 6.2292 2.2351  C16 1.525, H41 1.088, H42 1.087, H43 1.088
18 C 0.6935 3.8717 1.3921  N12 1.443, C16 1.536, H44 1.097, H45 1.088
19 N -0.5483 -1.7619 -0.5438  C4 1.371, C7 1.362, C20 1.435
20 C -1.4304 -2.1980 -1.5887  N19 1.435, C21 1.532, H46 1.091, H47 1.095
21 C -2.6911 -2.8636 -1.0267  C20 1.532, C22 1.525, H48 1.090, H49 1.091
22 C -2.3697 -4.0510 -0.1246  C21 1.525, O23 1.411, H50 1.102, H51 1.101
23 O -1.6873 -5.0368 -0.8692  C22 1.411, C24 1.404
24 C -1.4002 -6.1869 -0.1172  O23 1.404, H52 1.097, H53 1.088, H54 1.098
25 H 4.5245 -3.4064 0.5334  C1 1.087
26 H 4.0221 -2.8465 -1.0636  C1 1.088
27 H 3.4011 -2.0492 0.3895  C1 1.086
28 H 2.8024 -4.9282 -0.4117  C2 1.093
29 H 2.2059 -4.1107 1.0402  C2 1.091
30 H 0.5685 -4.2260 -0.9164  C3 1.093
31 H 1.6436 -3.1329 -1.7911  C3 1.096
32 H -2.0033 2.6193 0.8313  C9 1.090
33 H -0.8863 1.5897 1.7936  C9 1.089
34 H 2.8052 3.2144 -0.0972  C13 1.096
35 H 1.8465 2.6779 -1.4995  C13 1.091
36 H 2.6346 5.0610 -1.7383  C14 1.091
37 H 0.8718 4.9308 -1.7302  C14 1.092
38 H 2.6289 5.6881 0.6516  C15 1.093
39 H 1.5701 6.7806 -0.2448  C15 1.092
40 H -0.4021 5.4471 0.4297  C16 1.096
41 H 1.3739 6.1376 2.8193  C17 1.088
42 H 0.3386 7.2716 1.9517  C17 1.087
43 H -0.3791 5.9434 2.8639  C17 1.088
44 H 1.6280 3.7509 1.9542  C18 1.097
45 H -0.1309 3.5694 2.0346  C18 1.088
46 H -0.8913 -2.9048 -2.2204  C20 1.091
47 H -1.7162 -1.3225 -2.1805  C20 1.095
48 H -3.2977 -3.2068 -1.8646  C21 1.090
49 H -3.2637 -2.1343 -0.4512  C21 1.091
50 H -1.7501 -3.7296 0.7281  C22 1.102
51 H -3.3040 -4.4683 0.2813  C22 1.101
52 H -2.3193 -6.6619 0.2474  C24 1.097
53 H -0.8765 -6.8722 -0.7807  C24 1.088
54 H -0.7625 -5.9507 0.7443  C24 1.098



[3]
Below is a single C2H5Br2ClOSi molecule at a distorted geometry, with properties calculated with ωB97M-V with the def2-TZVPD basis set.

Summary:
- electronic energy (Ha) = -6052.342043
- 2S+1 = 1
- SMILES string = CCO[Si](Cl)(Br)Br
- HOMO (eV) = -10.540
- frontier orbital gap (eV) = 10.88

Bonds (Å) are listed after each position.
Element x y z (Å)
1 C 1.3920 -0.9352 -0.5468  C2 1.521, H8 1.087, H9 1.087, H10 1.086
2 C 0.1379 -0.2014 -0.9958  C1 1.521, O3 1.407, H11 1.096, H12 1.095
3 O -0.1041 0.9412 -0.2113  C2 1.407, Si4 1.757
4 Si -1.2231 1.1033 1.1339  O3 1.757, Cl5 1.983, Br6 2.190, Br7 2.194
5 Cl -1.6289 3.0417 1.2444  Si4 1.983
6 Br -2.9380 -0.2021 0.7429  Si4 2.190
7 Br -0.2634 0.3184 2.9441  Si4 2.194
8 H 2.2592 -0.2860 -0.6370  C1 1.087
9 H 1.3007 -1.2539 0.4889  C1 1.087
10 H 1.5382 -1.8113 -1.1719  C1 1.086
11 H -0.7246 -0.8777 -0.9694  C2 1.096
12 H 0.2542 0.1631 -2.0219  C2 1.095



[4]
Below is a gas-phase ion, C6H9BrNO (charge +1) at a distorted geometry, with properties calculated with ωB97M-V with the def2-TZVPD basis set.

Summary:
- electronic energy (Ha) = -2937.646445
- 2S+1 = 1
- SMILES string = C[C@@H]([NH3+])c1ccoc1Br
- HOMO (eV) = -11.628
- frontier orbital gap (eV) = 8.02
- charge = +1

Bonds (Å) are listed after each position.
Element x y z (Å)
1 C -0.0361 0.5020 -1.9478  C2 1.582, H10 1.008, H11 1.066, H12 1.085
2 C 0.1373 0.9508 -0.4407  C1 1.582, N3 1.606, C4 1.462, H13 1.097
3 N -1.2174 1.6560 0.0570  C2 1.606, H14 1.089, H15 0.959, H16 1.119
4 C 0.4427 -0.2646 0.3117  C2 1.462, C5 1.369, C8 1.783
5 C 1.5724 -0.7495 0.9142  C4 1.369, C6 1.395, H17 1.049
6 C 1.2869 -1.8709 1.6935  C5 1.395, O7 1.312, H18 1.033
7 O 0.0441 -2.2685 1.5617  C6 1.312, C8 1.292
8 C -0.6644 -1.6054 0.7084  C4 1.783, O7 1.292, Br9 1.839
9 Br -2.4897 -1.5793 0.4822  C8 1.839
10 H -0.5106 -0.3873 -1.9758  C1 1.008
11 H -0.4507 1.2522 -2.5822  C1 1.066
12 H 0.9474 0.4336 -2.4000  C1 1.085
13 H 0.9941 1.5960 -0.2111  C2 1.097
14 H -1.9755 0.9491 -0.2773  N3 1.089
15 H -1.4033 2.5341 -0.2798  N3 0.959
16 H -1.2093 1.8127 1.1645  N3 1.119
17 H 2.6017 -0.5479 0.9290  C5 1.049
18 H 1.9306 -2.4130 2.2926  C6 1.033



Among the records above, which one has the highest electronic energy? C4H6NO4